Below is a molecular structure, C44H41F7NO5PS, with properties calculated with wB97M-V/def2-TZVPD.

Geometry as XYZ:
```
100
Properties=species:S:1:pos:R:3:lowdin_charge:R:1
N -0.34 -0.45 4.67 -0.183
P -0.93 0.09 3.16 0.865
O -2.22 -0.89 2.93 -0.304
C 0.28 -0.79 1.99 -0.453
C 1.32 0.10 1.34 -0.165
O 1.83 -0.71 0.24 -0.197
S 0.81 -1.89 -0.10 0.605
O 1.29 -3.13 0.43 -0.222
O 0.43 -1.79 -1.47 -0.228
O -0.39 -1.35 0.84 -0.215
H 0.47 0.09 4.95 0.034
H -0.10 -1.44 4.70 0.042
H -1.98 -1.82 2.84 0.070
H 0.79 -1.59 2.54 0.118
H 2.14 0.41 1.97 0.118
H 0.89 0.99 0.87 0.135
F 0.69 -0.52 -8.64 0.051
C 0.72 -0.94 -7.36 -0.287
C 1.72 -0.48 -6.52 -0.015
C 1.74 -0.92 -5.21 -0.075
C 0.78 -1.81 -4.75 -0.080
C -0.21 -2.25 -5.61 -0.075
C -0.25 -1.82 -6.92 -0.013
H 2.46 0.21 -6.91 0.111
H 2.51 -0.57 -4.54 0.084
H 0.80 -2.15 -3.72 0.076
H -0.96 -2.94 -5.24 0.088
H -1.02 -2.15 -7.61 0.117
F 4.56 1.60 3.42 0.041
C 4.75 2.20 2.22 -0.285
C 4.97 3.56 2.18 -0.012
C 5.16 4.15 0.94 -0.066
C 5.10 3.40 -0.22 -0.085
C 4.88 2.03 -0.15 -0.069
C 4.71 1.42 1.08 -0.028
H 4.99 4.13 3.09 0.084
H 5.33 5.22 0.89 0.109
H 5.24 3.89 -1.18 0.087
H 4.83 1.44 -1.05 0.100
H 4.54 0.36 1.16 0.116
F 4.30 2.72 -3.12 0.044
C 5.12 2.53 -4.19 -0.275
C 6.08 3.48 -4.47 -0.016
C 6.91 3.27 -5.56 -0.081
C 6.77 2.13 -6.34 -0.093
C 5.79 1.19 -6.03 -0.077
C 4.96 1.39 -4.95 -0.011
H 6.16 4.36 -3.84 0.115
H 7.67 4.00 -5.79 0.106
H 7.42 1.98 -7.19 0.102
H 5.68 0.31 -6.64 0.107
H 4.19 0.67 -4.68 0.090
F -5.01 -2.13 5.17 0.050
C -5.84 -1.13 4.81 -0.283
C -7.04 -0.99 5.48 -0.021
C -7.89 0.04 5.09 -0.089
C -7.53 0.91 4.07 -0.100
C -6.31 0.74 3.42 -0.081
C -5.45 -0.28 3.79 -0.012
H -7.30 -1.67 6.27 0.116
H -8.83 0.17 5.60 0.103
H -8.20 1.70 3.77 0.100
H -6.03 1.41 2.61 0.106
H -4.50 -0.43 3.30 0.089
F 4.80 6.26 4.23 0.045
C 5.40 6.13 5.44 -0.279
C 5.35 7.21 6.31 -0.017
C 5.96 7.08 7.55 -0.082
C 6.61 5.90 7.90 -0.095
C 6.63 4.84 7.00 -0.079
C 6.02 4.95 5.76 -0.015
H 4.85 8.12 6.02 0.118
H 5.94 7.91 8.24 0.105
H 7.08 5.80 8.86 0.101
H 7.13 3.91 7.27 0.106
H 6.03 4.13 5.05 0.103
F -5.44 -6.95 -3.24 0.047
C -4.64 -5.87 -3.28 -0.305
C -3.60 -5.78 -2.37 -0.012
C -2.79 -4.65 -2.40 -0.068
C -3.04 -3.64 -3.31 -0.098
C -4.08 -3.76 -4.22 -0.087
C -4.90 -4.88 -4.21 -0.029
H -3.45 -6.57 -1.65 0.120
H -1.98 -4.56 -1.69 0.106
H -2.41 -2.76 -3.32 0.097
H -4.27 -2.96 -4.93 0.108
H -5.72 -4.99 -4.90 0.121
F -6.82 -1.15 -0.88 0.053
C -7.12 -2.42 -0.52 -0.282
C -7.69 -2.64 0.71 -0.017
C -7.99 -3.95 1.07 -0.084
C -7.72 -5.00 0.21 -0.093
C -7.15 -4.74 -1.03 -0.075
C -6.84 -3.44 -1.41 -0.008
H -7.89 -1.81 1.37 0.113
H -8.44 -4.14 2.04 0.103
H -7.96 -6.01 0.50 0.101
H -6.94 -5.56 -1.71 0.092
H -6.39 -3.22 -2.37 0.106
```

Output
HOMO level: -9.078 eV
Maximum force: 0.7 eV/A
Frontier orbital gap: 0.3446 Ha

Below is a molecular structure, C44H41IKN5OS3 at a distorted geometry, with properties calculated with wB97M-V/def2-TZVPD.

Geometry as XYZ:
```
96
Properties=species:S:1:pos:R:3:lowdin_charge:R:1
K 0.45 0.22 -0.14 0.570
C -1.51 0.20 3.18 -0.111
N -0.65 -0.93 2.80 -0.131
C 0.50 -0.93 3.70 -0.202
C 1.69 -1.84 3.40 -0.211
N 2.39 -1.61 2.16 -0.152
C 2.83 -0.23 1.98 -0.116
C 3.43 -2.56 1.88 -0.256
C 3.94 -3.35 2.92 -0.069
C 4.95 -4.29 2.73 -0.150
C 5.48 -4.43 1.45 -0.151
C 4.99 -3.65 0.41 -0.164
C 3.95 -2.71 0.55 -0.678
S 3.34 -1.85 -0.84 0.483
C -1.42 -2.14 2.69 -0.261
C -1.20 -3.19 3.59 -0.056
C -1.90 -4.38 3.53 -0.129
C -2.88 -4.53 2.56 -0.142
C -3.12 -3.49 1.67 -0.161
C -2.41 -2.28 1.67 -0.637
S -2.77 -1.06 0.46 0.545
H -1.80 0.11 4.24 0.089
H -2.40 0.21 2.56 0.014
H -0.97 1.13 3.03 0.072
H 0.19 -1.17 4.73 0.112
H 0.85 0.10 3.73 0.108
H 1.40 -2.88 3.42 0.106
H 2.35 -1.67 4.27 0.114
H 3.48 0.11 2.80 0.094
H 1.97 0.44 1.91 0.040
H 3.38 -0.16 1.04 0.031
H 3.54 -3.25 3.92 0.078
H 5.30 -4.89 3.56 0.074
H 6.27 -5.14 1.26 0.079
H 5.39 -3.77 -0.59 0.071
H -0.46 -3.07 4.37 0.085
H -1.68 -5.17 4.24 0.082
H -3.45 -5.45 2.49 0.083
H -3.88 -3.61 0.90 0.080
C -0.41 -4.47 -0.17 -0.049
C -0.97 -4.75 -1.41 -0.074
C -0.92 -3.79 -2.41 -0.027
C -0.35 -2.56 -2.12 -0.225
N 0.15 -2.28 -0.92 0.034
C 0.14 -3.21 0.02 -0.133
C -0.13 -1.50 -3.17 -0.183
C -0.28 -1.77 -4.53 -0.026
C 0.13 -0.82 -5.44 -0.076
C 0.69 0.36 -4.99 -0.032
C 0.76 0.59 -3.62 -0.197
N 0.34 -0.32 -2.74 0.137
C 1.36 1.86 -3.05 -0.280
C 1.67 2.93 -3.87 -0.086
C 2.20 4.07 -3.27 -0.126
C 2.36 4.09 -1.90 -0.155
C 2.08 2.97 -1.07 -0.131
N 1.59 1.86 -1.73 -0.040
H -0.43 -5.19 0.64 0.103
H -1.43 -5.71 -1.60 0.095
H -1.33 -4.00 -3.38 0.090
H 0.60 -2.93 0.96 0.101
H -0.67 -2.72 -4.86 0.092
H 0.05 -1.01 -6.50 0.096
H 1.07 1.09 -5.69 0.092
H 1.49 2.91 -4.94 0.081
H 2.46 4.93 -3.89 0.082
H 2.74 4.99 -1.43 0.058
H 2.42 3.36 1.02 -0.079
O -0.88 2.09 0.64 -0.630
S -2.34 2.08 0.31 0.936
C -2.79 3.83 0.33 -0.358
C -4.12 4.20 0.39 -0.086
C -4.45 5.54 0.44 -0.101
C -3.45 6.51 0.46 -0.106
C -2.11 6.12 0.43 -0.074
C -1.77 4.78 0.38 -0.062
C -2.49 1.95 -1.48 -0.356
C -3.46 1.09 -1.96 -0.115
C -3.63 0.95 -3.33 -0.078
C -2.84 1.69 -4.20 -0.087
C -1.87 2.55 -3.71 -0.078
C -1.67 2.68 -2.34 -0.053
H -4.89 3.43 0.38 0.110
H -5.49 5.84 0.49 0.093
H -3.71 7.56 0.51 0.091
H -1.33 6.87 0.46 0.103
H -0.74 4.45 0.39 0.110
H -4.05 0.50 -1.27 0.050
H -4.37 0.26 -3.72 0.099
H -2.96 1.57 -5.27 0.096
H -1.23 3.11 -4.38 0.102
H -0.89 3.33 -1.95 0.116
I 3.03 5.54 2.51 0.532
C 2.55 3.48 2.11 -0.597
H 3.37 2.89 2.51 -0.018
H 1.63 3.28 2.66 -0.016
```

Output
HOMO level: -1.036 eV
ΔE to the lowest compared entry with this formula, charge and spin: 14.0 kcal per mole
Net charge: -2
Maximum force: 1.2 eV/A
Frontier orbital gap: 0.1716 Ha

Below is a molecular structure, C44H41IN7O6Ru at a distorted geometry, with properties calculated with wB97M-V/def2-TZVPD.

Geometry as XYZ:
```
100
Properties=species:S:1:pos:R:3:lowdin_spin:R:1
Ru 0.43 -1.67 0.03 3.062
C -1.42 4.46 1.80 0.000
C -1.18 4.05 0.35 0.001
C -1.39 5.21 -0.61 0.000
O -2.07 2.99 0.03 0.000
C -1.31 1.85 -0.34 0.005
C 0.07 2.14 0.25 0.006
O 0.13 3.55 0.16 0.001
C 1.29 1.45 -0.44 0.022
O 1.44 0.17 0.07 0.316
C 2.58 2.22 -0.08 0.005
C 3.67 2.13 -0.94 0.002
C 4.88 2.73 -0.62 0.000
C 5.03 3.39 0.59 0.001
C 3.95 3.47 1.46 0.000
C 2.74 2.89 1.13 0.002
C 1.10 1.49 -1.97 0.011
C 0.92 0.33 -2.71 0.004
C 0.73 0.39 -4.08 0.001
C 0.71 1.61 -4.73 0.000
C 0.89 2.77 -3.99 0.001
C 1.08 2.71 -2.62 0.002
C -1.97 0.53 0.13 0.023
O -1.20 -0.53 -0.34 0.205
C -2.11 0.58 1.67 0.010
C -3.22 1.19 2.23 0.002
C -3.35 1.26 3.61 0.000
C -2.37 0.76 4.44 0.000
C -1.24 0.17 3.89 0.001
C -1.12 0.07 2.51 0.006
C -3.36 0.34 -0.48 0.001
C -3.97 1.25 -1.34 0.000
C -5.23 0.97 -1.87 0.000
C -5.88 -0.21 -1.56 0.000
C -5.26 -1.13 -0.72 0.000
C -4.02 -0.86 -0.18 0.000
H -2.45 4.79 1.90 0.000
H -0.75 5.28 2.07 0.000
H -1.25 3.61 2.46 0.000
H -2.38 5.63 -0.47 0.000
H -1.28 4.86 -1.64 0.000
H -0.64 5.98 -0.42 0.000
H -1.23 1.79 -1.44 0.000
H 0.08 1.83 1.30 0.000
H 3.58 1.60 -1.88 0.000
H 5.71 2.68 -1.32 0.000
H 5.98 3.84 0.86 0.000
H 4.06 3.98 2.41 0.000
H 1.92 2.98 1.82 0.000
H 0.92 -0.64 -2.22 0.002
H 0.59 -0.53 -4.64 0.000
H 0.56 1.66 -5.80 0.000
H 0.87 3.74 -4.49 0.000
H 1.22 3.62 -2.05 0.000
H -3.98 1.61 1.59 0.000
H -4.24 1.71 4.04 0.000
H -2.47 0.83 5.52 0.000
H -0.45 -0.20 4.53 0.000
H -0.25 -0.39 2.08 0.004
H -3.50 2.18 -1.58 0.000
H -5.70 1.69 -2.53 0.000
H -6.86 -0.43 -1.98 0.000
H -5.76 -2.07 -0.48 0.000
H -3.53 -1.57 0.46 0.000
N 0.80 -2.51 2.52 0.082
N 1.29 -3.83 2.59 0.052
C 1.70 -4.36 1.39 0.127
N 2.39 -5.53 1.40 0.060
N 1.41 -3.66 0.33 0.019
N 1.47 -4.11 -0.93 0.356
O 1.18 -3.16 -1.79 0.314
O 1.82 -5.28 -1.28 0.289
H 1.55 -1.82 2.65 0.001
H 0.10 -2.38 3.24 0.002
H 1.92 -4.03 3.36 0.007
H 2.14 -6.18 2.15 0.006
H 2.41 -5.94 0.47 0.000
N -5.53 -5.92 -1.08 0.004
C -4.58 -5.30 -0.91 0.001
C -3.41 -4.51 -0.70 0.008
C -2.88 -4.38 0.58 -0.003
C -1.74 -3.62 0.79 0.010
C -1.14 -2.98 -0.28 -0.052
C -1.67 -3.09 -1.56 0.003
C -2.79 -3.86 -1.77 -0.005
H -3.35 -4.89 1.41 0.000
H -1.34 -3.52 1.79 0.000
H -1.20 -2.58 -2.38 0.000
H -3.20 -3.97 -2.77 -0.001
I 3.57 -0.25 2.84 0.002
C 4.28 -0.91 0.97 0.001
C 5.58 -0.59 0.63 0.001
C 6.05 -1.05 -0.60 -0.001
C 5.18 -1.74 -1.43 0.001
C 3.88 -1.96 -1.00 0.000
N 3.44 -1.58 0.21 0.020
H 6.21 -0.01 1.29 0.000
H 7.07 -0.85 -0.90 0.000
H 5.48 -2.09 -2.40 0.000
H 3.16 -2.43 -1.65 0.001
```

Output
HOMO level (spin up / spin down): -6.480 / -8.694 eV
ΔE to the lowest compared entry with this formula, charge and spin: 0.0 kcal per mole
Spin multiplicity: 6
Maximum force: 1.8 eV/A
Frontier orbital gap (spin up / spin down): 0.2261 / 0.2446 Ha

Below is a molecular structure, C44H41N8OS2SiW at a distorted geometry, with properties calculated with wB97M-V/def2-TZVPD.

Geometry as XYZ:
```
98
Properties=species:S:1:pos:R:3:lowdin_charge:R:1
W 0.60 0.08 -1.36 1.494
S 7.92 0.63 0.42 1.134
N 6.78 -0.33 1.02 -0.183
C 5.68 -0.09 0.33 -0.298
C 4.40 -0.74 0.53 -0.055
C 4.15 -1.75 1.47 0.064
C 2.89 -2.29 1.54 0.023
C 1.88 -1.81 0.71 -0.076
N 2.10 -0.83 -0.17 -0.068
C 3.35 -0.33 -0.29 -0.141
C 3.53 0.65 -1.34 -0.163
N 2.45 0.92 -2.10 -0.092
C 2.57 1.81 -3.09 -0.105
C 3.77 2.46 -3.37 0.013
C 4.87 2.19 -2.59 0.071
C 4.76 1.28 -1.54 -0.065
C 5.85 0.90 -0.67 -0.301
N 7.08 1.39 -0.72 -0.184
H 4.96 -2.08 2.11 0.142
H 2.66 -3.08 2.24 0.135
H 0.88 -2.21 0.78 0.093
H 1.69 2.03 -3.67 0.109
H 3.81 3.16 -4.20 0.135
H 5.82 2.68 -2.78 0.145
N -0.71 0.70 -3.10 0.004
C -1.46 -0.54 -3.30 -0.238
C -2.76 -0.62 -3.69 0.029
C -3.35 -1.88 -3.94 -0.004
C -2.60 -3.02 -3.88 0.028
C -1.24 -2.95 -3.51 -0.128
C -0.36 -4.06 -3.51 0.062
C 0.95 -3.91 -3.13 0.002
C 1.38 -2.68 -2.66 -0.073
N 0.59 -1.60 -2.62 -0.059
C -0.69 -1.71 -3.14 -0.179
H -1.34 1.49 -2.95 0.094
H -0.22 0.89 -3.97 0.126
H -3.34 0.28 -3.83 0.134
H -4.40 -1.93 -4.22 0.131
H -3.04 -3.98 -4.13 0.138
H -0.74 -5.03 -3.82 0.147
H 1.64 -4.74 -3.15 0.132
H 2.38 -2.55 -2.27 0.127
C -1.99 2.93 1.41 -0.034
N -0.60 3.32 1.69 -0.148
C -0.33 3.51 3.12 -0.023
C 0.34 3.34 0.76 -0.609
S 0.05 2.52 -0.79 0.692
N 1.45 4.06 0.93 -0.172
C 2.64 3.86 0.13 -0.049
C 1.48 5.31 1.73 -0.003
H -2.63 3.52 2.07 0.118
H -2.15 1.87 1.63 0.062
H -2.26 3.15 0.38 0.061
H -0.79 2.67 3.65 0.069
H -0.77 4.44 3.49 0.117
H 0.73 3.50 3.32 0.090
H 2.69 2.83 -0.20 0.042
H 3.51 4.09 0.74 0.110
H 2.64 4.52 -0.74 0.109
H 0.48 5.63 1.98 0.097
H 1.94 6.08 1.10 0.109
H 2.08 5.19 2.63 0.106
O -0.74 -0.55 -0.32 -0.426
Si -1.91 -0.94 0.91 0.636
C -1.81 -2.77 1.14 -0.233
C -2.44 -3.39 2.23 -0.076
C -2.38 -4.77 2.39 -0.044
C -1.68 -5.55 1.49 -0.048
C -1.05 -4.96 0.41 -0.064
C -1.12 -3.58 0.24 -0.118
C -1.29 -0.06 2.41 -0.245
C -2.06 -0.09 3.59 -0.070
C -1.55 0.40 4.78 -0.040
C -0.26 0.91 4.84 -0.070
C 0.51 0.97 3.69 -0.114
C -0.01 0.50 2.48 -0.120
C -3.50 -0.38 0.19 -0.229
C -4.66 -1.14 0.38 -0.065
C -5.88 -0.73 -0.16 -0.047
C -5.94 0.43 -0.91 -0.049
C -4.80 1.20 -1.12 -0.071
C -3.59 0.79 -0.58 -0.128
H -2.98 -2.81 2.96 0.103
H -2.88 -5.23 3.24 0.121
H -1.63 -6.63 1.62 0.120
H -0.50 -5.57 -0.30 0.107
H -0.62 -3.14 -0.61 0.065
H -3.07 -0.48 3.57 0.115
H -2.17 0.37 5.68 0.124
H 0.13 1.27 5.78 0.127
H 1.51 1.38 3.72 0.119
H 0.61 0.57 1.59 0.063
H -4.63 -2.06 0.96 0.104
H -6.77 -1.32 0.00 0.120
H -6.89 0.75 -1.33 0.119
H -4.86 2.11 -1.70 0.113
H -2.71 1.41 -0.72 0.049
```

Output
HOMO level (spin up / spin down): -15.812 / -15.769 eV
ΔE to the lowest compared entry with this formula, charge and spin: 23.5 kcal per mole
Net charge: +3
Maximum force: 2.6 eV/A
Frontier orbital gap (spin up / spin down): 0.2423 / 0.2442 Ha

Below is a molecular structure, C44H42Br6N8O4 at a distorted geometry, with properties calculated with wB97M-V/def2-TZVPD.

Geometry as XYZ:
```
104
Properties=species:S:1:pos:R:3:lowdin_charge:R:1
C 1.29 4.68 1.93 -1.518
Br 2.47 4.61 0.39 0.640
Br -0.43 5.60 1.68 0.514
Br 2.18 5.43 3.56 0.551
H 1.02 3.66 2.21 -0.057
C -4.17 2.96 0.46 -1.526
Br -3.64 3.83 -1.28 0.489
Br -6.13 2.81 0.48 0.550
Br -3.43 3.91 1.96 0.542
H -3.65 2.00 0.38 -0.065
C 0.98 -5.15 0.24 -0.066
C 0.28 -6.19 0.90 -0.043
C -0.72 -5.81 1.76 -0.037
C -1.04 -4.50 1.97 -0.113
C -0.33 -3.50 1.26 -0.001
C 0.77 -3.83 0.50 -0.078
N -2.25 -4.13 2.78 -0.326
O -2.53 -4.85 3.74 0.068
O -2.85 -3.13 2.47 0.066
H 1.82 -5.41 -0.39 0.108
H 0.34 -7.26 0.75 0.109
H -1.29 -6.65 2.12 0.120
H -0.59 -2.48 1.49 0.097
H 1.28 -2.98 0.07 0.097
C 4.32 6.41 -3.83 -0.057
C 3.12 6.30 -3.12 -0.073
C 2.56 5.06 -2.90 -0.079
C 3.26 3.86 -3.19 -0.143
C 4.53 3.98 -3.73 0.004
C 5.05 5.25 -4.13 -0.049
N 2.64 2.55 -2.88 -0.324
O 1.46 2.53 -2.60 0.053
O 3.32 1.53 -2.91 0.069
H 4.78 7.34 -4.15 0.104
H 2.53 7.14 -2.79 0.111
H 1.56 5.02 -2.50 0.096
H 5.11 3.08 -3.91 0.113
H 5.98 5.35 -4.65 0.102
N -0.68 0.85 1.47 0.101
C -1.75 -0.08 1.60 -0.097
C -2.44 -0.55 0.48 -0.092
C -2.14 -0.06 -0.78 -0.101
C -1.09 0.81 -0.96 -0.085
C -0.47 1.28 0.19 -0.153
H -2.15 -0.48 2.52 0.082
H -3.12 -1.38 0.60 0.099
H -2.57 -0.55 -1.64 0.091
H -0.91 1.25 -1.92 0.094
H 0.30 2.03 0.03 0.082
N -0.66 -4.93 -4.01 0.053
C -0.21 -4.02 -4.93 -0.138
C -0.14 -2.67 -4.60 -0.096
C -0.44 -2.23 -3.28 -0.070
C -0.93 -3.15 -2.35 -0.072
C -1.09 -4.46 -2.79 -0.131
H 0.12 -4.31 -5.92 0.099
H 0.12 -1.92 -5.34 0.096
H -0.42 -1.18 -3.02 0.082
H -1.19 -2.88 -1.33 0.081
H -1.55 -5.27 -2.22 0.098
N -2.44 -1.73 5.34 0.059
C -3.46 -2.44 5.99 -0.082
C -4.59 -1.80 6.60 -0.071
C -4.67 -0.43 6.58 -0.084
C -3.57 0.24 6.06 -0.066
C -2.52 -0.42 5.43 -0.193
H -3.46 -3.46 5.66 0.077
H -5.32 -2.47 7.04 0.097
H -5.55 0.07 6.97 0.106
H -3.53 1.32 6.12 0.099
H -1.83 0.07 4.77 0.071
N 2.78 2.08 3.87 0.054
C 3.03 2.48 5.14 -0.204
C 2.25 2.09 6.22 -0.074
C 1.24 1.14 6.01 -0.077
C 1.03 0.67 4.75 -0.090
C 1.80 1.13 3.69 -0.123
H 3.91 3.09 5.26 0.094
H 2.58 2.34 7.21 0.097
H 0.75 0.69 6.87 0.105
H 0.21 0.01 4.53 0.077
H 1.62 0.70 2.72 0.058
N -2.36 1.80 -6.06 0.061
C -2.22 1.00 -7.18 -0.162
C -2.22 -0.36 -7.23 -0.065
C -2.34 -1.02 -5.98 -0.076
C -2.64 -0.26 -4.83 -0.092
C -2.54 1.12 -4.87 -0.126
H -2.13 1.66 -8.03 0.096
H -2.22 -0.93 -8.15 0.102
H -2.41 -2.10 -5.96 0.099
H -2.95 -0.76 -3.93 0.087
H -2.61 1.71 -3.97 0.081
N 3.77 -0.30 1.15 0.068
C 2.79 -0.01 0.21 -0.123
C 2.64 -0.69 -0.98 -0.090
C 3.51 -1.81 -1.23 -0.076
C 4.56 -2.11 -0.33 -0.038
C 4.65 -1.21 0.81 -0.168
H 2.17 0.79 0.58 0.067
H 1.91 -0.38 -1.70 0.079
H 3.32 -2.48 -2.05 0.095
H 5.35 -2.83 -0.50 0.089
H 5.52 -1.34 1.43 0.094
```

Output
HOMO level: -9.210 eV
Maximum force: 3.3 eV/A
Frontier orbital gap: 0.3101 Ha

Energy list, top to bottom, in eV: -97166.6987; -112723.1572; -79684.2601; -91617.2834; -486665.0752